Entry 1:
The following is a DFT calculation (wB97M-V/def2-TZVPD) of the molecule C3H3F2NO.

Geometry (Å):
O (-3.21270, 0.18441, -0.23427)
C (-2.13284, -0.33938, 0.00102)
N (-0.91097, 0.25235, 0.32658)
C (0.18395, -0.48781, 0.18022)
C (1.40822, -0.07358, -0.05293)
F (1.77180, 1.24120, -0.03873)
F (2.50299, -0.81916, -0.12596)
H (-2.15836, -1.42996, 0.06515)
H (-0.97773, 1.31130, 0.08100)
H (-0.01463, -1.51677, 0.15438)

net charge: 0
energy: -12130.918 eV
orbital gap: 9.93 eV
energy relative to the best compared isomer or geometry (same formula, charge and spin): 64.3 kJ/mol
LUMO: 0.717 eV
SMILES: O=CNC=C(F)F

Mulliken population analysis, charges in e, atoms 1 to 2: O -0.505; C 0.060

=====

Entry 2:
The following is a DFT calculation (wB97M-V/def2-TZVPD) of a structure of composition C26H28AsN2O3S6Tc.

Geometry (Å):
Tc (0.05424, -0.04051, -0.25778)
C (2.36478, -3.14706, -2.81724)
C (1.86522, -1.90358, -2.13838)
S (0.35710, -1.91522, -1.42454)
C (2.62719, -0.72922, -2.09955)
C (3.94810, -0.65131, -2.80230)
S (2.08596, 0.60871, -1.25249)
H (1.61962, -3.93868, -2.75836)
H (3.27993, -3.50510, -2.33876)
H (2.58707, -2.96209, -3.87079)
H (4.53704, -1.55400, -2.63233)
H (4.51826, 0.21666, -2.47909)
H (3.78259, -0.56538, -3.88026)
C (0.06836, -3.35476, 3.19964)
C (0.33768, -3.39454, 1.69441)
C (1.75914, -3.01427, 1.37697)
C (2.72010, -4.00514, 1.22347)
C (4.05558, -3.68410, 1.02742)
C (4.44651, -2.35827, 1.03133)
C (3.51844, -1.32903, 1.19369)
C (4.03549, 0.08790, 1.29280)
C (4.72541, 0.34520, 2.63429)
C (2.16851, -1.67474, 1.31900)
N (1.16429, -0.64102, 1.34077)
C (1.10030, 0.13246, 2.43482)
C (0.39275, 1.30567, 2.36935)
C (0.04439, 2.34785, 3.27509)
C (-0.70389, 3.23909, 2.55409)
C (-0.79952, 2.72518, 1.22145)
N (-0.13641, 1.59532, 1.11713)
H (-0.95326, -3.66928, 3.41927)
H (0.19222, -2.34193, 3.59212)
H (0.75381, -4.00813, 3.74352)
H (-0.36495, -2.73147, 1.19517)
H (0.14348, -4.39494, 1.30457)
H (2.40862, -5.04333, 1.26319)
H (4.78993, -4.46882, 0.89075)
H (5.49410, -2.10191, 0.91142)
H (3.23596, 0.81295, 1.15369)
H (4.74419, 0.26548, 0.47953)
H (4.02958, 0.21774, 3.46674)
H (5.12137, 1.36065, 2.67875)
H (5.55121, -0.34932, 2.79477)
H (1.62119, -0.18984, 3.33019)
H (0.31839, 2.40623, 4.31779)
H (-1.14273, 4.16121, 2.90217)
H (-1.32337, 3.14906, 0.37518)
S (-2.70793, -3.89865, -0.54542)
As (-3.39071, -1.78369, -0.47644)
S (-2.68567, -2.66402, -2.31975)
S (-2.01853, -0.47681, 0.64770)
S (-5.34059, -1.28300, -0.19378)
O (-0.10854, 3.73774, -2.14582)
C (-1.35038, 3.79966, -2.67698)
C (-1.75692, 5.03120, -3.18955)
C (-3.01122, 5.17269, -3.74729)
C (-3.88928, 4.09281, -3.80922)
C (-3.48681, 2.87386, -3.30509)
C (-2.22359, 2.70297, -2.73233)
C (-1.90554, 1.34838, -2.19384)
O (-2.64621, 0.40371, -2.34656)
O (-0.74507, 1.27044, -1.55622)
H (0.00120, 2.82880, -1.81089)
H (-1.06338, 5.86078, -3.13590)
H (-3.31177, 6.13778, -4.13768)
H (-4.87373, 4.20822, -4.24323)
H (-4.14140, 2.01289, -3.33326)

net charge: 0
energy: -164590.276 eV
orbital gap (spin up / spin down): 5.92 / 5.92 eV
energy relative to the best compared isomer or geometry (same formula, charge and spin): 104.1 kJ/mol
LUMO (spin up / spin down): -2.287 / -2.286 eV

Mulliken population analysis, charges in e, atoms 1 to 2: Tc -0.174; C -1.795

=====

Q: energy of number 1 (C3H3F2NO)?
A: -12130.918 eV

=====

Q: Look up the energy of the first one.
A: -12130.918 eV

=====

Q: What is the energy relative to the best compared isomer or geometry (same formula, charge and spin) in the first record?
A: 64.3 kJ/mol